1.
{
  "formula": "C4H16NO2",
  "method": "the ωB97M-V functional and the def2-TZVPD basis",
  "species": ["C", "C", "C", "C", "N", "H", "H", "H", "H", "H", "H", "H", "H", "H", "H", "H", "H", "H", "H", "O", "H", "H", "O"],
  "positions_angstrom": [[0.63336, -0.48509, -1.70372], [-0.29442, -0.84124, -0.50543], [-1.75078, -0.48549, -0.80652], [-2.83530, -0.88447, 0.21750], [0.30397, 0.04834, 0.59574], [0.73888, -1.30120, -2.39530], [0.19741, 0.32494, -2.29441], [1.66492, -0.28614, -1.42552], [-0.19165, -1.80184, -0.02878], [-2.00283, -1.03992, -1.73423], [-1.69351, 0.59136, -0.98846], [-3.73714, -0.52930, -0.29598], [-2.56413, -0.34039, 1.10550], [-3.00668, -1.95735, 0.28516], [0.06241, -0.21976, 1.55172], [0.03389, 1.03863, 0.54859], [1.32916, 0.02356, 0.67045], [-0.89622, 3.27944, 1.54940], [0.46072, 3.37508, 1.87003], [-0.12112, 2.67708, 1.52463], [4.65346, -0.19603, 0.01720], [4.85918, -0.65766, 1.40915], [4.15641, -0.33257, 0.83329]],
  "e_above_lowest_kcal_mol": 22.15,
  "charge": 1,
  "e_homo_ev": -14.9
}

***

2.
{
  "formula": "C4H16NO2",
  "method": "the ωB97M-V functional and the def2-TZVPD basis",
  "species": ["C", "C", "C", "C", "N", "H", "H", "H", "H", "H", "H", "H", "H", "H", "H", "H", "H", "H", "H", "O", "H", "H", "O"],
  "positions_angstrom": [[-1.38889, 1.65668, -0.11435], [-0.69369, 0.32338, -0.48597], [-0.18550, 0.60355, -1.91920], [-0.03856, -0.67983, -2.64331], [0.33538, -0.44985, 0.32752], [-2.30346, 1.91820, -0.71192], [-0.85751, 2.51584, -0.49887], [-1.63160, 1.61766, 1.01821], [-1.54897, -0.52970, -0.63139], [-0.91030, 1.27509, -2.37794], [0.72028, 1.26481, -2.03339], [-0.81904, -1.56282, -2.48444], [-0.18275, -0.58641, -3.75997], [0.98026, -1.13493, -2.56466], [1.04027, -0.79834, -0.36533], [0.98180, 0.11434, 0.95089], [-0.04578, -1.25396, 1.01889], [2.97904, 1.36241, 2.00710], [3.17453, -0.06471, 1.88178], [2.54256, 0.60818, 1.54220], [-1.69890, -1.07663, 2.81863], [-0.49492, -2.18625, 3.06574], [-1.02891, -1.75174, 2.37668]],
  "e_above_lowest_kcal_mol": 50.23,
  "charge": 1,
  "e_homo_ev": -14.7
}

***

3.
{
  "formula": "C4H16NO2",
  "method": "the ωB97M-V functional and the def2-TZVPD basis",
  "species": ["C", "C", "C", "C", "N", "H", "H", "H", "H", "H", "H", "H", "H", "H", "H", "H", "H", "H", "H", "O", "H", "H", "O"],
  "positions_angstrom": [[-0.10028, 0.71166, 0.90993], [1.03318, -0.24553, 1.33273], [0.45555, -1.67024, 1.43304], [-0.29688, -2.09008, 0.15549], [-0.11985, 1.06654, -0.57087], [-1.10919, 0.36895, 1.13486], [-0.01778, 1.66014, 1.42890], [1.89887, -0.29272, 0.64619], [1.52515, 0.06178, 2.25657], [1.31339, -2.34461, 1.49747], [-0.17006, -1.72071, 2.33329], [-1.32403, -1.70277, 0.16050], [-0.55144, -3.15135, 0.10522], [0.26617, -1.86362, -0.73832], [-0.69923, 0.38195, -1.05248], [0.82263, 1.01674, -0.97512], [-0.55771, 1.97809, -0.70431], [1.72172, -0.11242, -3.41048], [2.81946, 0.51371, -2.52359], [1.87009, 0.54799, -2.72886], [-2.90881, 2.82250, 0.36219], [-3.27803, 1.96028, -0.86484], [-2.59293, 2.10370, -0.18752]],
  "e_above_lowest_kcal_mol": 14.08,
  "charge": 1,
  "e_homo_ev": -15.0
}

***

4.
{
  "formula": "C4H16NO3",
  "method": "the ωB97M-V functional and the def2-TZVPD basis",
  "species": ["C", "C", "C", "C", "O", "N", "H", "H", "H", "H", "H", "H", "H", "H", "H", "H", "H", "H", "H", "H", "O", "H", "H", "O"],
  "positions_angstrom": [[1.46713, -0.68219, 0.91804], [0.84915, 0.59258, 0.29318], [0.17848, 0.34745, -1.04969], [-1.17402, -0.46706, -1.09299], [-1.99772, -0.01756, -0.06962], [2.62805, -1.01638, -0.15827], [0.79684, -1.59274, 0.94313], [1.98982, -0.62684, 1.90785], [0.10778, 0.93450, 1.01462], [1.63450, 1.33406, 0.12414], [0.85936, 0.25283, -1.91039], [-0.27252, 1.35615, -1.22238], [-1.53084, -0.44722, -2.11159], [-0.90497, -1.45966, -0.75544], [-2.24513, 0.93475, -0.08793], [3.45679, -0.43270, -0.18720], [2.18526, -1.11877, -1.05920], [2.92600, -1.97662, 0.08247], [-2.50724, 3.16290, 0.48159], [-2.72678, 3.11374, -1.01673], [-2.32091, 2.61959, -0.29329], [-1.58381, -1.03039, 1.35182], [-0.93958, -2.36626, 2.00517], [-0.87563, -1.41414, 1.89270]],
  "e_above_lowest_kcal_mol": 35.91,
  "charge": 1,
  "e_homo_ev": -13.6
}

***

5.
{
  "formula": "C4H16NO3",
  "method": "the ωB97M-V functional and the def2-TZVPD basis",
  "species": ["C", "C", "C", "C", "N", "H", "H", "H", "H", "H", "H", "H", "H", "H", "H", "H", "H", "O", "H", "H", "O", "H", "H", "O"],
  "positions_angstrom": [[0.87995, 2.31203, -1.90482], [1.45955, 1.13679, -1.14406], [0.18512, 0.82731, -0.20792], [-0.46211, -0.92236, 1.41820], [0.33892, -0.39262, 0.62105], [0.61918, 3.21492, -1.33015], [-0.09290, 1.91439, -2.34835], [1.42711, 2.66981, -2.75154], [2.37381, 1.29328, -0.76963], [1.60130, 0.22006, -1.85834], [-0.70466, 0.89269, -0.62876], [0.26441, 1.72327, 0.41859], [-1.36244, -0.41780, 1.82532], [-0.04658, -1.77980, 1.90588], [1.25317, -0.89336, 0.41379], [1.86652, 0.96219, 2.52540], [2.81484, 0.08949, 3.34570], [2.03823, 0.08161, 2.79115], [-5.91106, -1.04106, 1.19387], [-5.51253, -0.11926, 2.34525], [-5.12817, -0.86555, 1.73935], [0.35175, -3.34852, -3.20395], [1.15810, -4.15457, -2.15322], [0.58848, -3.40294, -2.24281]],
  "e_above_lowest_kcal_mol": 65.46,
  "charge": 1,
  "e_homo_ev": -14.0
}

***

6.
{
  "formula": "C4H16NO3",
  "method": "the ωB97M-V functional and the def2-TZVPD basis",
  "species": ["C", "C", "C", "C", "O", "N", "H", "H", "H", "H", "H", "H", "H", "H", "H", "H", "H", "H", "H", "H", "O", "H", "H", "O"],
  "positions_angstrom": [[-1.72407, -0.23828, 1.14113], [-0.99172, 0.08548, -0.11837], [-0.49766, -1.18534, -0.81403], [-0.01605, -1.10307, -2.29612], [-0.82215, -0.27448, -3.01434], [0.21126, 0.99220, 0.29201], [-2.32919, 0.59403, 1.48895], [-0.98052, -0.50018, 1.89851], [-2.44321, -1.05068, 1.03699], [-1.52856, 0.72228, -0.82083], [0.34419, -1.70203, -0.33159], [-1.34379, -1.87177, -0.75097], [1.03596, -0.83850, -2.48948], [-0.17613, -2.12258, -2.79670], [-0.49934, 0.15906, -3.84434], [0.39697, 1.72355, -0.38468], [0.11548, 1.55793, 1.17036], [0.97699, 0.36217, 0.54757], [-1.73264, 3.34510, 2.31199], [-0.68030, 2.59048, 3.12921], [-1.28115, 2.51173, 2.38313], [4.27521, -0.93668, 2.28543], [5.01447, -1.79952, 1.23672], [4.23505, -1.27282, 1.37509]],
  "e_above_lowest_kcal_mol": 38.13,
  "multiplicity": 2,
  "charge": 2,
  "e_homo_ev": [-16.7, -16.7],
  "s2": 0.754
}

***

7.
{
  "formula": "C4H16NO3",
  "method": "the ωB97M-V functional and the def2-TZVPD basis",
  "species": ["C", "C", "C", "C", "O", "N", "H", "H", "H", "H", "H", "H", "H", "H", "H", "H", "H", "H", "H", "H", "O", "H", "H", "O"],
  "positions_angstrom": [[-1.22867, 0.49056, 1.80483], [-1.29754, 0.28615, 0.30319], [-1.49836, -1.16176, -0.11265], [-0.65188, -1.76439, -1.28211], [-0.70797, -0.83863, -2.36561], [0.02003, 0.84735, -0.28525], [-0.66361, 1.38910, 2.07050], [-0.75720, -0.46378, 2.23244], [-2.06875, 0.68884, 2.30246], [-2.13230, 0.83051, -0.19434], [-1.38962, -1.74381, 0.85983], [-2.61629, -1.45810, -0.29258], [0.34876, -2.03113, -0.99986], [-1.13436, -2.68831, -1.69850], [-0.14105, -1.24326, -2.99188], [0.03317, 0.65950, -1.24466], [0.07469, 1.94945, -0.11809], [0.80136, 0.36989, 0.07800], [1.82424, 3.84159, -0.09962], [2.72126, 2.62147, 0.45052], [1.96169, 2.86633, -0.02581], [3.18591, -1.52685, -0.06947], [2.72887, -0.97901, 1.29008], [2.58763, -0.94169, 0.38859]],
  "e_above_lowest_kcal_mol": 61.34,
  "multiplicity": 2,
  "charge": 2,
  "e_homo_ev": [-18.5, -18.5],
  "s2": 0.754
}

***

8.
{
  "formula": "C4H16NO3",
  "method": "the ωB97M-V functional and the def2-TZVPD basis",
  "species": ["C", "N", "C", "C", "C", "H", "H", "H", "H", "H", "H", "H", "H", "H", "H", "H", "H", "O", "H", "H", "O", "H", "H", "O"],
  "positions_angstrom": [[-0.25104, 1.31393, 0.14020], [-0.68717, -0.08364, -0.04615], [0.07492, -0.64289, -1.23667], [0.77185, 0.53265, -1.93505], [-0.10492, 1.77962, -1.30201], [0.65880, 1.32204, 0.73586], [-1.09249, 1.83866, 0.60249], [-0.41292, -0.80656, 0.71282], [-1.70603, -0.24114, -0.21666], [0.92098, -1.21036, -0.78957], [-0.57626, -1.23883, -1.85773], [0.58667, 0.39394, -3.00643], [1.84530, 0.68712, -1.81907], [0.49469, 2.66187, -1.54816], [-1.09627, 1.81223, -1.75501], [-3.91319, 0.52078, 0.08355], [-3.89349, 0.17994, -1.43316], [-3.46475, -0.00931, -0.59243], [0.19733, -1.85015, 2.56647], [1.57113, -1.49657, 1.95869], [0.59454, -1.63386, 1.70480], [3.54767, -1.16255, 2.96156], [3.55531, -0.75184, 1.52158], [3.04274, -0.64041, 2.32186]],
  "e_above_lowest_kcal_mol": 48.07,
  "multiplicity": 2,
  "charge": 2,
  "e_homo_ev": [-18.9, -18.9],
  "s2": 0.753
}

***

9.
{
  "formula": "C4H16NO6",
  "method": "the ωB97M-V functional and the def2-TZVPD basis",
  "species": ["C", "C", "N", "C", "C", "O", "O", "H", "H", "H", "H", "H", "H", "H", "H", "H", "H", "O", "H", "H", "O", "H", "H", "O", "H", "H", "O"],
  "positions_angstrom": [[3.21758, 0.72559, 0.25269], [1.75416, 0.49427, 0.72253], [0.82846, 0.88727, -0.34733], [-0.42490, 0.17095, -0.33118], [-1.42836, 0.63471, 0.80977], [-1.37190, 1.85494, 1.07907], [-2.31306, -0.18561, 1.10184], [3.63088, 1.71597, 0.42657], [3.08108, 0.56865, -0.81427], [3.86075, 0.01076, 0.76355], [1.62824, -0.58423, 0.71884], [1.53384, 0.98393, 1.66456], [0.80341, 1.89352, -0.36750], [-0.16909, -0.88807, -0.40152], [-0.93828, 0.37441, -1.27613], [-0.36670, -3.99279, 0.43255], [0.19974, -2.57518, 0.61880], [0.44746, -3.48536, 0.42613], [-3.40772, -1.95350, 0.74516], [-2.37706, -1.89369, -0.31233], [-2.94577, -2.52898, 0.12800], [-1.46730, -1.92035, -2.59209], [-1.70917, -0.37123, -2.21899], [-1.99346, -1.13428, -2.72979], [-0.30355, 3.12107, 0.90501], [0.26710, 3.99669, -0.15640], [-0.03635, 4.08053, 0.75248]],
  "e_above_lowest_kcal_mol": 18.20,
  "charge": -1,
  "e_homo_ev": -4.9
}

***

10.
{
  "formula": "C4H16O4",
  "method": "the ωB97M-V functional and the def2-TZVPD basis",
  "species": ["C", "O", "C", "C", "C", "H", "H", "H", "H", "H", "H", "H", "H", "H", "H", "H", "H", "O", "H", "H", "O", "H", "H", "O"],
  "positions_angstrom": [[0.68610, 1.17377, 0.90282], [0.06123, 1.52694, -0.35733], [2.04863, 0.59053, 0.73776], [2.13340, -0.86477, 0.42665], [2.79484, -1.03015, -0.87176], [0.75827, 2.24798, 1.47135], [-0.00290, 0.61225, 1.50282], [0.36871, 0.94741, -1.03590], [2.62424, 0.92954, 1.54700], [2.51709, 1.19732, -0.11474], [1.12224, -1.29469, 0.58523], [2.63932, -1.58268, 0.99272], [2.35608, -0.42260, -1.66509], [2.57671, -1.95402, -1.28071], [3.77930, -1.02951, -0.75102], [-2.45572, 1.08914, -0.65195], [-2.00698, 1.98928, -1.73442], [-2.74782, 1.69732, -1.38063], [-0.50362, -2.68354, -0.36890], [-0.91641, -2.45731, -1.76589], [-1.24678, -2.40108, -0.92169], [-1.86790, -0.49750, 1.79587], [-3.25200, -0.17583, 1.01366], [-2.78090, -0.33961, 1.82053]],
  "e_above_lowest_kcal_mol": 61.61,
  "charge": 0,
  "e_homo_ev": -10.7
}